ORCA calculation (ωB97M-V/def2-TZVPD) on a structure of composition C12H30Cl2O6Si2.

Structure (XYZ):
```
52
Properties=species:S:1:pos:R:3:mulliken_charge:R:1
Cl 2.06854 -2.20657 -3.66784 -0.1966
Cl -0.66655 -3.53878 -2.51875 -0.1910
Si 2.07764 0.25469 -1.54564 0.5858
Si 4.42325 -0.71201 -0.10902 0.5717
O -5.00413 -1.46641 -0.73703 -0.3767
O 2.50829 2.84159 1.86370 -0.3479
O -6.79171 -3.82507 -0.93630 -0.3733
O 3.83823 -0.00766 -1.62390 -0.3333
O 1.75074 1.68879 -2.54356 -0.5479
O 4.29587 5.20025 2.06297 -0.3679
C -6.06191 -3.25390 -2.02844 -0.6426
C -4.75385 -2.61786 -1.54922 -0.2526
C 1.23124 -1.33567 -2.22269 0.0340
C 4.28533 -2.65389 -0.34250 -0.8364
C -7.87597 -3.00336 -0.52521 -0.7113
C 4.44919 4.92327 3.45129 -0.7077
C -0.01771 -1.96829 -1.71883 0.2386
C 4.54615 4.04880 1.25078 -0.6415
C 3.23809 3.41277 0.77156 -0.0366
C 1.42403 3.66331 2.27479 -0.8045
C -4.85081 -1.74340 0.65129 -0.6121
C -0.80921 -1.31331 -0.44143 -0.7554
H 0.62035 3.61223 1.53402 0.3151
H 2.47060 1.63221 -3.26096 0.3178
H -4.13238 -3.34623 -1.01523 0.2988
H 3.57293 -0.20474 0.95988 -0.1064
H -4.19058 -2.27385 -2.42328 0.3241
H -3.78839 -1.83779 0.89355 0.1894
H 5.10942 4.39281 0.37672 0.3755
H 4.03325 5.76168 4.01629 0.2439
H 3.47633 2.59355 0.08541 0.0623
H 3.23689 -3.00812 0.04074 0.2448
H -8.67965 -3.05443 -1.26598 0.3227
H 1.75447 0.59336 -0.16693 -0.1407
H 4.30456 -2.89155 -1.51157 0.1997
H -0.12914 -1.01262 0.46519 0.3501
H -5.26675 -0.90498 1.21629 0.2667
H 5.85669 -0.40780 0.08057 -0.1886
H -6.67760 -2.52844 -2.57236 0.3460
H -7.56810 -1.96221 -0.38693 0.3104
H 1.73190 4.70445 2.41307 0.3464
H 1.04691 3.28450 3.22841 0.2533
H 5.16762 3.32044 1.78477 0.3341
H -1.54359 -2.15882 -0.03044 0.1471
H -1.49437 -0.41825 -0.83199 0.2845
H -5.37893 -2.65502 0.94445 0.3243
H 5.51161 4.82888 3.69355 0.3260
H -8.25309 -3.38216 0.42841 0.2432
H 2.62240 4.13822 0.22764 0.3526
H 3.92107 4.01165 3.74445 0.2995
H 5.18447 -3.14108 0.23083 0.2961
H -5.82367 -4.07312 -2.71459 0.3663
```

---

ORCA calculation (ωB97M-V/def2-TZVPD) on a cluster of 13 separate species, C4H34NO13 in total.

Structure (XYZ):
```
52
Properties=species:S:1:pos:R:3:mulliken_charge:R:1
O 0.86433 -1.21395 4.04669 -0.6622
O 0.30163 -3.17198 2.23795 -0.6407
O 1.97758 -4.49243 0.61829 -0.6522
O -1.26243 0.54928 0.17376 -0.2022
O -4.34453 -0.20115 0.55115 -0.7162
O -1.67970 -0.60130 -3.66088 -0.6695
O -0.46108 0.62164 2.70424 -0.8127
O -0.99511 3.10850 1.15289 -0.7275
O -3.90277 1.36988 -2.33559 -0.6340
O -2.93727 -3.07098 0.79845 -0.6608
O 1.46337 3.97285 1.29525 -0.6802
O -1.25874 2.26584 -1.84759 -0.8324
O 1.21657 3.14193 -1.79972 -0.6292
N 1.15741 0.48376 0.33500 0.2139
C -0.22792 -0.19636 -0.22449 -0.5145
C 2.26284 -0.50178 0.26201 -0.3442
C 3.14668 -0.27531 -0.95679 -0.4717
C 2.80076 -1.37596 -1.98735 -0.8508
H -1.95618 -0.27125 -2.79695 0.3611
H -1.27175 1.60593 -1.05784 0.1283
H -0.10337 -0.15179 -1.27737 0.3642
H 1.16552 3.10880 1.58104 0.3664
H 0.50557 -3.13594 3.18781 0.2887
H -0.23987 -1.13770 0.36622 0.0335
H 1.16400 -3.97630 0.80716 0.3474
H -3.37936 1.77899 -1.64873 0.3095
H -4.48067 0.44381 -0.15145 0.3309
H 1.29327 1.25600 -0.30579 -0.0571
H -2.23892 -2.57091 1.22553 0.2972
H 2.17259 -4.22842 -0.28663 0.2880
H 3.06804 -2.34579 -1.51164 0.1342
H -0.88406 -1.11754 -3.50599 0.3055
H 1.04922 3.82016 -2.46693 0.2988
H 2.95090 -0.26443 1.09106 0.3130
H 1.41980 -0.44025 4.19286 0.2548
H -1.10889 0.82832 2.01596 0.2298
H -3.37987 -0.28921 0.65318 0.2964
H 3.13227 0.75397 -1.32698 0.3552
H -3.69914 -2.49853 0.65036 0.3471
H 4.22516 -0.47580 -0.70294 0.3144
H 0.06096 -2.25671 2.05315 0.4205
H 0.08074 -0.73691 3.66748 0.4241
H -3.52550 0.92310 -3.08763 0.2794
H -0.63301 2.26406 0.78569 0.1245
H 0.94830 4.12024 0.49660 0.2946
H -1.00591 2.92079 -1.16635 0.3675
H 0.71478 2.33694 -2.07425 0.3107
H -1.61066 2.75338 1.80294 0.3520
H 3.41314 -1.23494 -2.89978 0.3709
H 1.75412 -1.42132 -2.24471 0.1724
H 0.37758 0.73595 2.20772 0.4320
H 1.89958 -1.50914 0.36394 0.0316
```

Results
- net charge = -1

---

ORCA calculation (ωB97M-V/def2-TZVPD) on a cluster of 2 separate species, C2H7ClFN3O2S in total.

Structure (XYZ):
```
17
Properties=species:S:1:pos:R:3:mulliken_charge:R:1
Cl 4.57777 -1.57524 -0.80686 -0.3456
S 0.96086 1.66909 -0.21291 1.1525
F 2.40311 1.69391 0.58108 -0.2379
O 1.01613 0.72339 -1.30054 -0.5997
O 0.50616 2.96665 -0.57828 -0.5621
N 2.54917 -0.89158 0.98054 -0.3277
N 2.81041 -0.83263 -0.12261 0.2463
N -1.57306 -0.18028 -0.05489 -0.5551
C -1.33205 0.66174 1.03745 -0.5735
C 0.17898 0.87794 1.23075 -0.8084
H 2.40573 -0.45327 -0.96992 0.4108
H -1.67343 0.29833 -0.93070 0.2182
H -2.52402 -0.58433 0.10667 0.2494
H 0.36182 1.42745 2.10755 0.5023
H -1.67197 0.05430 1.93014 0.3814
H 0.72015 0.06795 1.37405 0.5007
H -1.87980 1.53322 1.00427 0.3483
```

---

ORCA calculation (ωB97M-V/def2-TZVPD) on the molecule C4H7NO2.

Structure (XYZ):
```
14
Properties=species:S:1:pos:R:3:mulliken_charge:R:1
O -0.23112 0.83820 1.38808 -0.3577
O -0.21544 -0.23102 -1.76964 -0.8462
N -2.13033 0.23022 0.20866 -0.3945
C 0.68806 1.16674 0.29069 -0.6774
C -0.85382 0.09926 0.47507 0.2252
C 0.19357 -0.24065 -0.56835 1.1601
C 1.20913 -1.30873 -0.12877 -1.2337
H 0.80946 -2.30083 -0.35669 0.3298
H 1.71979 1.20488 0.63778 0.3072
H 2.11544 -1.16812 -0.72498 0.3110
H 1.46984 -1.25630 0.93462 0.3365
H -2.69741 0.93688 0.65529 0.2516
H -2.37907 -0.11629 -0.71440 0.2775
H 0.33721 2.06979 -0.20836 0.3106
```

---

ORCA calculation (ωB97M-V/def2-TZVPD) on a structure of composition ArH20HeO10.

Structure (XYZ):
```
32
Properties=species:S:1:pos:R:3:mulliken_charge:R:1
Ar -0.03403 -0.91618 -0.14364 -0.0229
O 3.42036 -1.82353 0.62217 -0.5870
O 2.58123 -0.49879 -3.16426 -0.5797
O -1.24354 -1.80918 3.32192 -0.6201
O -0.35102 2.12115 -0.77782 -0.7179
O -3.53014 0.73989 0.18810 -0.6951
O 0.58646 -2.79898 -4.10750 -0.6320
O -1.78707 1.49799 -3.09590 -0.6153
O -1.60734 0.98870 2.12196 -0.5950
O 1.12060 0.28979 2.60517 -0.6423
O 2.24568 1.82987 0.67988 -0.6728
He -0.80291 -3.49918 -0.09864 0.0259
H -0.61086 3.03225 -0.64137 0.3147
H -3.31498 1.63761 -0.06498 0.3393
H -2.33625 0.70006 1.57275 0.4024
H -0.75528 -1.56313 4.10760 0.2998
H -4.36350 0.81480 0.65300 0.3193
H 1.90046 1.35068 1.43315 0.3961
H 4.01411 -2.43222 1.06170 0.2862
H 2.12478 0.33599 -3.05920 0.3002
H -1.62780 -0.98926 3.01156 0.3366
H 2.74208 -1.63869 1.27179 0.2993
H 0.18057 0.20691 2.44487 0.2954
H -2.00933 1.56803 2.76926 0.2436
H 1.12443 -2.30228 -3.49097 0.3193
H 3.40425 -0.26963 -3.59598 0.2817
H 1.20686 1.09444 3.11637 0.3103
H -1.99382 0.56456 -3.04904 0.3110
H 1.49310 1.93704 0.09818 0.3760
H -1.49997 1.72490 -2.21142 0.3650
H -0.58812 1.67929 0.03751 0.2503
H 0.31098 -3.57291 -3.61619 0.3076
```

---

ORCA calculation (ωB97M-V/def2-TZVPD) on a structure of composition C4AlF12N2O8S4.

Structure (XYZ):
```
31
Properties=species:S:1:pos:R:3:mulliken_charge:R:1
S 4.19267 2.90986 -0.21669 0.9747
S -3.46575 -2.62586 0.67206 1.0475
S -1.86581 -2.38418 -1.26237 1.0298
S 1.96778 3.88636 0.67841 0.9905
Al 2.29670 -1.82156 2.69897 1.0012
F -1.98614 -5.13817 -1.07291 -0.2106
F 3.04631 2.81855 -2.79526 -0.1917
F -3.05897 -1.65622 3.05850 -0.1977
F -0.30636 2.75836 0.06289 -0.1884
F -0.92039 -4.27865 -2.82904 -0.1820
F 0.32220 2.30589 2.12369 -0.1899
F -2.96664 -3.84577 3.14681 -0.2214
F -4.80610 -2.83429 2.93521 -0.1855
F -3.15301 -4.25758 -2.67735 -0.1576
F -0.43680 4.30517 1.63393 -0.1794
F 4.40474 1.10800 -2.39601 -0.1855
F 5.10275 3.18849 -2.79640 -0.1820
O 5.12971 2.04799 0.42617 -0.5655
O -2.94584 -1.62667 -1.89002 -0.5077
O 2.48306 4.49914 1.89783 -0.4654
O 1.79561 4.84562 -0.49233 -0.3938
O -4.25899 -1.47947 0.37583 -0.4465
O -0.49437 -1.93653 -1.56181 -0.6486
O 4.49989 4.33013 -0.28172 -0.4790
O -4.07598 -3.88693 0.11103 -0.4525
N 2.60812 2.46516 0.34264 -0.2361
N -1.92761 -2.47465 0.49734 -0.3024
C 4.17576 2.44003 -2.17473 0.6822
C -3.56257 -2.74238 2.61150 0.6958
C 0.22439 3.22571 1.19133 0.6763
C -2.01834 -4.14550 -2.01745 0.6712
```

Results
- net charge = +1

---

Number 1: E_LUMO -0.1 eV, HOMO-LUMO gap 9.292 eV, E_HOMO -9.4 eV. Number 2: E_LUMO 2.7 eV, HOMO-LUMO gap 8.983 eV, E_HOMO -6.3 eV. Number 3: E_LUMO 0.2 eV, HOMO-LUMO gap 9.718 eV, E_HOMO -9.5 eV. Number 4: E_LUMO 0.5 eV, HOMO-LUMO gap 8.778 eV, E_HOMO -8.2 eV. Number 5: E_LUMO -0.6 eV, HOMO-LUMO gap 9.902 eV, E_HOMO -10.5 eV. Number 6: E_LUMO -10.8 eV, HOMO-LUMO gap 1.704 eV, E_HOMO -12.5 eV.